A cluster of 7 separate species, C35H81N3O7S4 in total. Source: the OMol25 dataset; level of theory: ωB97M-V/def2-TZVPD.

Structure (XYZ):
```
130
Properties=species:S:1:pos:R:3:forces:R:3
C 0.8693 -5.6247 -3.2132 -0.6173 0.3306 -0.1839
S 1.3339 -4.1026 -4.0488 1.3015 -0.4084 0.1601
O 0.6161 -4.0873 -5.3442 -0.4222 0.1817 -0.1577
C 0.5505 -2.9652 -2.9234 -0.4844 0.0250 0.1651
H 1.3253 -5.6843 -2.2325 0.2154 -0.0093 0.0804
H 1.1564 -6.4474 -3.8559 0.1990 -0.0766 -0.0755
H -0.2100 -5.6020 -3.0924 -0.0857 -0.1576 0.0314
H 0.7929 -3.2175 -1.8919 0.0663 -0.1201 -0.0374
H -0.5242 -3.0742 -3.0695 -0.0540 0.1699 0.0835
H 0.8945 -1.9559 -3.1346 -0.0358 0.0508 -0.1806
C -2.6012 7.2071 -4.3133 -0.6253 -0.3742 -0.1355
S -3.1924 5.9348 -3.1737 0.0951 0.0280 0.1222
O -2.1176 4.9109 -3.1379 0.0144 -0.1519 -0.1374
C -2.9548 6.8756 -1.6551 0.6320 0.3117 -0.5668
H -3.4002 7.9018 -4.5729 0.0453 0.1659 0.2813
H -2.3761 6.6500 -5.2206 0.3058 0.0367 0.0242
H -1.7365 7.6799 -3.8687 0.2434 0.1489 -0.1900
H -2.9384 6.1629 -0.8406 -0.4307 -0.0420 0.1831
H -3.6919 7.6723 -1.5890 -0.1617 -0.1018 0.2838
H -1.9493 7.3048 -1.7212 -0.0958 -0.0360 0.0683
C -1.3569 7.3197 1.6226 0.1241 0.3033 0.6388
S 0.0931 6.2366 1.5149 -0.8251 -0.5438 0.9608
O 0.6725 6.4623 0.1868 0.7858 0.3835 -0.7932
C 1.0176 7.0503 2.8306 0.6850 -0.4974 -0.6012
H -1.3001 8.0500 2.4349 0.1206 -0.2042 0.0110
H -2.1884 6.6526 1.8238 -0.3805 0.1899 -0.3532
H -1.4118 7.8906 0.7027 -0.2090 -0.2822 -0.2850
H 1.3901 8.0066 2.4730 -0.3136 0.3403 0.2723
H 1.8822 6.4304 3.0688 -0.0452 -0.0723 -0.0308
H 0.3404 7.0438 3.6759 0.0362 0.4049 0.2193
C -2.5715 -4.6427 1.1672 -0.0130 -0.5390 0.4231
S -1.1226 -5.3680 0.3971 -0.4570 -0.3326 -0.2371
O -1.1058 -4.9323 -1.0257 0.0179 0.1693 0.0814
C 0.1682 -4.4718 1.2230 -0.5041 0.7187 1.0285
H -2.7120 -5.1795 2.1140 0.0453 0.2584 -0.0404
H -3.3905 -4.9291 0.5143 -0.1074 0.1595 -0.1084
H -2.5278 -3.5707 1.3248 0.1033 0.1608 -0.1356
H 0.1953 -3.4318 0.9023 0.2611 -0.1715 -0.6224
H 1.0565 -5.0572 1.0556 0.5362 0.2350 -0.0120
H -0.0479 -4.3525 2.2954 0.0371 -0.6323 -0.0975
C -0.3381 -5.3364 7.5759 -0.0428 -1.0710 -0.4618
C -0.8634 -5.0079 6.1556 0.4493 -0.6675 1.2796
C -2.3835 -4.9332 6.1359 -0.4888 -0.6628 1.4068
C -2.8982 -3.6433 6.7646 -0.3068 -0.0283 -1.1474
C -2.3036 -2.4002 6.1245 -0.5163 -0.0154 -0.6992
C -0.7809 -2.4270 5.9439 0.0517 1.0398 1.5877
N -0.2993 -3.7565 5.7557 -0.3063 -0.2554 -1.8772
O 1.0803 -3.8093 5.4824 0.0421 -0.0800 0.1612
C -0.4197 -1.6266 4.7137 -0.7347 0.1775 -0.1001
C -0.1561 -1.7665 7.1979 0.4863 -0.4197 -0.1960
C -0.3849 -6.1058 5.2236 -0.0181 0.9025 -1.4844
H -0.6783 -6.3289 7.9079 -0.1902 0.3024 0.0427
H -0.6259 -4.5760 8.2854 0.0401 0.1159 0.3123
H 0.7464 -5.4405 7.5029 0.0160 0.4155 0.1945
H -2.8512 -5.2400 5.1958 0.2950 0.6299 -0.2870
H -2.7456 -5.6993 6.8461 0.2778 -0.1303 -0.3891
H -2.6886 -3.6911 7.8316 -0.0670 0.2139 0.1010
H -3.9822 -3.6067 6.6026 0.0904 0.0132 0.4128
H -2.6859 -1.5413 6.6873 0.6446 0.1203 0.0285
H -2.6873 -2.2139 5.1073 -0.4060 -0.5778 0.3003
H -1.1362 -1.9058 3.9342 0.2383 0.1347 -0.1951
H -0.5525 -0.5709 4.9473 0.2255 0.1447 -0.3079
H 0.5809 -1.8595 4.3821 0.2948 0.3984 -0.0299
H -0.5942 -0.7913 7.3890 0.0849 0.1911 -0.0754
H -0.3300 -2.3904 8.0735 -0.0399 -0.0072 0.0772
H 0.9283 -1.6860 7.0587 -0.1656 0.1276 0.1394
H -0.6133 -5.7532 4.1961 -0.1147 -0.3210 0.2566
H -0.9090 -7.0405 5.3674 0.1069 -0.2739 0.2583
H 0.7011 -6.1898 5.2252 -0.0905 -0.4242 0.3847
H 1.1256 -3.9030 4.5193 0.1426 -0.0134 0.2305
C -1.9277 2.3464 -1.2720 1.0621 0.4821 0.4396
C -1.9889 1.8619 0.1823 -0.9640 -0.2520 -0.9905
C -2.7025 0.5052 0.2247 0.2596 -0.4295 1.3171
C -1.8552 -0.6633 -0.2157 -0.4025 -0.4187 -0.0868
C -0.5983 -0.7865 0.6205 -0.6296 0.6359 -0.3044
C 0.1611 0.5543 0.6821 0.6889 -0.2783 -2.5746
N -0.7258 1.6855 0.8428 0.2822 0.7704 1.4282
O -0.0426 2.9579 1.0746 0.1028 -1.5682 -1.2097
C 1.0501 0.4570 1.8342 1.6357 0.7681 1.8434
C 1.0478 0.6414 -0.6186 -0.8432 0.4923 0.1213
C -2.8468 2.8270 0.9820 -0.4091 0.0238 -0.3792
H -1.2555 3.2104 -1.3367 -0.1509 -0.0183 -0.0721
H -2.8937 2.6946 -1.6150 -0.1574 -0.1901 -0.2259
H -1.5022 1.5840 -1.9186 -0.2459 -0.0987 -0.2518
H -2.9101 0.3301 1.2999 -0.0993 -0.0198 -0.2967
H -3.6680 0.4455 -0.2737 0.0063 0.6322 -0.2534
H -1.5799 -0.6085 -1.2722 -0.0781 0.0922 -0.0416
H -2.4975 -1.5461 -0.1130 0.3082 -0.1543 -0.1187
H 0.0297 -1.5222 0.1220 0.3596 -0.0374 0.2876
H -0.8027 -1.0969 1.6518 -0.1807 -0.0941 -0.1472
H 1.7975 1.2587 1.8950 -0.2713 0.0911 -0.1597
H 0.4269 0.5629 2.7228 0.2421 -0.3916 0.2777
H 1.6580 -0.4510 1.8230 -0.3752 -0.2232 0.1144
H 1.5933 1.5922 -0.6938 -0.0115 -0.2533 0.2197
H 1.7584 -0.1797 -0.6600 0.1402 -0.0280 0.0273
H 0.4030 0.5971 -1.4993 0.1224 -0.1219 -0.0717
H -3.0270 2.4443 1.9836 0.1701 0.1345 0.1802
H -3.8103 2.8648 0.4620 -0.0054 0.2145 0.1814
H -2.4111 3.8229 1.0013 0.0246 0.0561 0.1381
H 0.5479 3.0710 0.2906 -0.5833 0.1363 0.5947
C 3.6330 -1.6105 -5.2258 0.3322 -1.0578 1.6611
C 3.2979 -0.2264 -5.6924 0.0060 0.3148 -0.7105
C 1.8215 -0.2652 -5.9618 -1.2985 0.0138 -1.5788
C 1.2303 1.0902 -6.2655 -0.4184 0.7892 1.3212
C 1.4659 2.0179 -5.0297 -0.2988 0.2428 -2.0212
C 2.9157 2.0785 -4.6407 1.9263 0.3202 -0.4632
N 3.5106 0.7377 -4.6288 0.4884 -0.8033 1.7299
O 4.9414 0.7691 -4.2711 -1.0825 0.2099 -0.6535
C 3.7145 2.9921 -5.6294 -0.3256 0.1331 -0.2885
C 3.0843 2.6669 -3.2482 0.4539 -0.7290 -0.0556
C 4.0436 0.0963 -7.0098 0.7539 -1.5325 -0.2428
H 4.6988 -1.8251 -5.1255 0.0141 0.1855 -0.1302
H 3.1939 -1.7377 -4.2198 0.2647 0.1145 -0.1775
H 3.1706 -2.4223 -5.7910 0.0731 0.3484 -0.4965
H 1.6643 -0.8915 -6.8553 0.1778 -0.0460 0.2542
H 1.1980 -0.7434 -5.2024 0.4409 0.0210 0.4003
H 1.6240 1.5669 -7.1648 0.0318 -0.2077 -0.0180
H 0.1455 0.9826 -6.3628 0.1072 0.0858 -0.3231
H 0.7552 1.7335 -4.2591 0.2601 0.0289 0.4322
H 1.2763 3.0490 -5.3647 -0.5555 -0.1922 0.4008
H 3.4226 4.0458 -5.5279 -0.1099 -0.2153 -0.0161
H 3.5767 2.6944 -6.6776 -0.1715 0.0929 0.2758
H 4.7889 2.9502 -5.4553 -0.0338 -0.1707 0.2710
H 2.8006 3.7074 -3.2598 -0.1715 0.3029 0.2704
H 4.1386 2.5638 -2.9788 -0.0922 0.4539 0.0736
H 2.5235 2.0773 -2.5249 -0.2332 0.1885 -0.0021
H 4.9266 0.7033 -6.8280 -0.2434 0.4553 -0.1677
H 4.4748 -0.8492 -7.3901 -0.1631 0.1936 0.1892
H 3.4086 0.3960 -7.8429 0.0471 0.6956 0.2689
H 4.9439 0.6860 -3.3085 -0.1788 -0.1871 -0.2502
```
Forces are in eV/Å.

---

132
Properties=species:S:1:pos:R:3:forces:R:3 method="wB97M-V/def2-TZVPD" total_charge=+1
C 1.8685 2.6227 2.1453 -0.4956 0.0377 -0.7762
C 1.2154 3.2372 0.8311 1.5335 -0.0181 1.2734
O 1.1467 2.1766 -0.1287 -1.2487 0.5533 -0.0194
C 0.1639 2.3165 -1.1519 -0.1824 -1.0389 -2.7169
C -0.1318 3.7838 -1.6094 0.2584 1.3247 -0.0585
C 1.1574 4.5348 -2.1815 -0.7950 -0.0287 -0.2198
C 1.1394 4.6015 -3.7642 0.8130 -0.7240 0.6984
S 2.8230 4.1414 -4.4274 0.0922 0.2273 -0.4137
C 0.8452 1.6073 -2.4267 0.0831 1.1741 1.3803
C 0.9338 0.0491 -2.3879 1.8533 0.5150 -2.6219
C 2.4786 -0.3124 -2.2630 -0.8498 0.3954 -1.0459
C 2.8329 -1.8024 -2.5376 1.0111 -0.5208 0.4193
C 2.9596 -2.7495 -1.2844 0.1026 -1.0134 -0.0740
C 3.4420 -2.0769 0.0428 -1.1502 -0.0658 0.1748
C 1.6202 -3.6248 -1.1024 0.5231 1.1050 -0.5049
C 0.3773 -0.4585 -3.8009 0.6602 0.3226 -0.3808
O 1.3911 -0.3590 -4.8195 -1.1333 0.3682 0.5913
C 1.1929 0.7811 -5.6595 1.2969 0.4437 -0.9556
N 0.2381 -0.6789 -1.3009 -0.3362 -0.4164 0.2857
C -0.6739 0.0625 -0.3959 -1.0822 0.1883 2.6392
O -1.6987 -0.8742 -0.0277 0.4209 0.3730 -0.8274
C -1.1784 1.4536 -0.8710 0.6950 1.5667 0.5249
C -1.8384 2.1398 0.3906 -0.0361 -1.5289 0.6423
C -3.2471 1.6069 0.8004 -0.7210 1.3959 1.1744
C -3.7514 2.5422 1.9952 0.5425 -0.4310 -0.3734
C -2.8001 2.4609 3.2306 0.2229 0.6447 0.4149
S -2.5430 0.7430 3.8231 0.5325 -2.9902 -0.5397
O -3.7311 -0.0947 3.5469 1.7938 2.0561 0.7716
O -1.2685 0.2059 3.2729 -2.2755 1.6082 1.0227
O -2.3342 0.8234 5.4690 -0.2499 0.2839 -2.0528
C -2.1419 1.5170 -2.1025 -0.8986 -0.1902 -0.5536
C -2.7494 0.1702 -2.6398 -0.3440 -0.1421 -0.1509
C -4.1527 -0.2243 -2.0643 0.4903 -0.9349 -0.8021
O -4.3156 -1.6383 -2.3416 0.2838 0.5813 0.9249
C -4.7441 -2.3489 -1.1795 -0.2829 -1.2630 -0.6885
H 1.1836 2.8251 2.9964 0.8072 -0.0565 -0.3061
H 1.9593 1.5123 2.0502 -0.1459 0.8874 -0.0404
H 2.8913 3.0271 2.2894 -0.7779 -0.1739 0.2055
H 1.9016 4.0231 0.4168 -0.7304 -0.4763 0.4067
H 0.2495 3.7106 1.1042 0.4531 -0.5034 -0.5003
H -0.8757 3.8511 -2.4439 0.4310 -0.5730 0.8747
H -0.5756 4.4284 -0.8083 0.4433 -0.7638 -0.4644
H 2.0594 3.9943 -1.8221 -0.5213 0.6041 -0.2791
H 1.1945 5.5929 -1.8206 0.0117 -0.9845 -0.0390
H 0.9448 5.6204 -4.1614 0.1927 -0.6566 0.3797
H 0.3922 3.9121 -4.2221 0.5335 0.4709 0.4197
H 3.4719 3.3893 -3.4796 -0.9312 0.4309 -0.1107
H 0.3734 2.0190 -3.3500 0.1844 -0.8349 0.7769
H 1.8879 2.0152 -2.4422 -0.8882 -0.5253 0.0070
H 2.8074 0.1153 -1.2877 -0.0661 -0.5818 -0.4902
H 2.9795 0.3050 -3.0499 -0.4547 -0.5380 0.6800
H 2.1612 -2.3269 -3.2653 0.4257 0.8400 0.5068
H 3.8341 -1.8118 -3.0432 -0.8287 0.1598 0.4393
H 3.7434 -3.5066 -1.5460 -0.6098 0.7109 0.1871
H 3.8506 -2.8552 0.7331 -0.1477 0.6922 -0.6408
H 4.1411 -1.2226 -0.0968 -0.2486 -0.8102 0.0298
H 2.5407 -1.6597 0.5854 0.7612 -0.1649 -0.3274
H 1.2204 -3.5770 -0.0615 0.3082 -0.3407 -0.7365
H 0.8582 -3.1939 -1.8104 0.4072 -0.6054 0.6990
H 1.8137 -4.6584 -1.4572 -0.2764 0.5872 0.5858
H 0.0781 -1.5331 -3.7845 -0.0601 0.7079 0.1781
H -0.4403 0.2266 -4.1342 0.1521 -0.9840 0.5875
H 1.5439 1.7249 -5.1620 -0.5895 -0.7095 -0.3705
H 0.1671 0.8666 -6.0863 0.4906 -0.1133 0.5831
H 1.8835 0.6459 -6.5314 -0.5929 0.0236 0.7314
H -0.2989 -1.4736 -1.6868 0.0596 0.3550 0.0899
H 0.9508 -1.1278 -0.7042 -0.1963 0.1392 -0.2218
H -0.1263 0.1947 0.5739 0.0089 0.4648 -1.1929
H -1.7746 -0.8702 0.9361 0.0799 -0.0352 -0.0032
H -1.1429 1.9131 1.2460 -0.5668 0.2974 -0.7185
H -1.8964 3.2479 0.3278 0.0425 -0.7410 -0.4514
H -4.0215 1.7276 0.0034 0.8029 -0.2076 0.5515
H -3.2701 0.5763 1.2151 0.1266 0.6268 -0.7093
H -3.7210 3.6037 1.6341 -0.1141 -0.8102 0.4332
H -4.7906 2.3014 2.3021 0.6841 0.0614 -0.2462
H -3.1657 3.0632 4.0947 0.0933 -0.5991 -0.5630
H -1.7790 2.8542 2.9942 -0.7962 -0.5197 0.2563
H -3.1657 0.5421 5.8880 0.0309 -0.0166 -0.1290
H -1.7232 2.0330 -3.0034 0.0854 -0.4157 1.0373
H -3.0126 2.1657 -1.8140 0.7501 -0.4947 -0.2578
H -2.0937 -0.7282 -2.5165 -0.4735 0.8122 0.0573
H -2.8881 0.2666 -3.7493 0.1538 -0.0746 0.9164
H -4.2576 -0.1091 -0.9659 0.1235 0.4548 -0.8091
H -4.9270 0.3012 -2.6678 0.3063 0.0113 0.8467
H -5.8481 -2.2313 -1.0799 0.7112 0.0553 0.4353
H -4.1685 -2.1092 -0.2562 -0.4819 0.1908 -0.5905
H -4.5571 -3.4337 -1.3916 -0.1900 0.8892 0.1556
C 3.3380 -6.3078 2.4727 -0.0667 0.0913 0.0817
C 3.4101 -6.6591 1.0000 0.3160 -0.0085 0.2763
O 4.2513 -5.7400 0.3065 -0.1875 0.2248 -0.2324
H 2.9529 -5.2939 2.6075 -0.0970 -0.0574 -0.0562
H 2.6905 -7.0045 3.0089 0.0494 0.0238 0.0334
H 4.3322 -6.3355 2.9231 -0.0415 -0.1711 -0.0202
H 2.4189 -6.6107 0.5466 0.1098 0.0733 -0.1271
H 3.8049 -7.6701 0.8615 -0.1522 -0.0553 0.0516
H 5.1266 -5.7934 0.7035 0.0186 -0.0595 -0.0223
C -8.4266 2.8504 -0.3753 -0.0532 -0.0255 -0.0551
C -7.0524 2.2990 -0.0507 -0.1929 0.3508 0.0635
O -6.0328 3.1382 -0.5941 0.3098 -0.2271 -0.0659
H -8.5605 2.9301 -1.4554 0.0168 -0.0876 0.0378
H -9.2112 2.2094 0.0303 -0.0005 0.0591 0.0002
H -8.5473 3.8553 0.0376 -0.0321 -0.0681 0.0902
H -6.9284 1.3047 -0.4823 0.1585 0.0858 -0.0292
H -6.9102 2.2257 1.0331 -0.0932 -0.1546 0.0131
H -6.1377 4.0125 -0.2065 -0.0514 0.0345 -0.0604
C -5.3220 -2.5744 4.4459 -0.0411 -0.0786 0.0192
C -6.4580 -3.3704 5.0602 0.0025 0.3751 -0.0078
O -6.7769 -2.8709 6.3554 0.0658 -0.2373 0.1130
H -4.4348 -2.6218 5.0804 -0.0181 -0.0829 -0.0362
H -5.0671 -2.9571 3.4553 0.0234 0.0822 -0.0004
H -5.5933 -1.5206 4.3545 -0.0415 -0.0646 -0.1111
H -6.1757 -4.4179 5.1694 -0.0944 0.0478 0.1529
H -7.3535 -3.3184 4.4320 0.0727 -0.1289 -0.1256
H -7.0363 -1.9506 6.2562 -0.0458 0.0055 0.0238
C 5.3669 6.1821 -1.1123 0.0069 0.0034 0.1174
C 6.2611 6.1698 -2.3381 -0.3671 -0.0394 -0.0793
O 5.8752 5.1281 -3.2284 0.2062 -0.1434 0.0680
H 5.4185 5.2226 -0.5925 0.0931 0.0380 -0.0058
H 5.6610 6.9737 -0.4202 -0.0642 -0.0192 0.0016
H 4.3221 6.3367 -1.3981 0.0313 0.1124 -0.0147
H 7.2984 5.9948 -2.0522 -0.0362 -0.0760 -0.1210
H 6.2064 7.1259 -2.8682 0.1043 0.0809 0.1313
H 4.9613 5.2903 -3.4876 -0.0168 0.0440 -0.1067
C 8.0006 -6.8610 5.1379 0.0862 0.0664 0.0023
C 6.7116 -6.6297 4.3734 0.1147 -0.3846 0.2528
O 6.4841 -7.6857 3.4432 -0.0832 0.2308 -0.2634
H 8.8459 -6.9253 4.4505 -0.0512 0.0748 0.0006
H 8.1850 -6.0528 5.8483 0.0133 -0.0589 0.0162
H 7.9605 -7.8060 5.6856 -0.0521 0.0746 0.0724
H 6.7645 -5.6951 3.8129 -0.0670 -0.1161 -0.1129
H 5.8585 -6.5738 5.0581 0.0399 0.1839 0.0511
H 6.4287 -8.5052 3.9434 0.0079 -0.0405 -0.0379

---

no.,orbital gap (Ha),DFT total energy (eV)
1,0.3059,-99744.39810
2,0.3551,-85344.64201